# 1
{"formula": "C56H112O42", "method": "ωB97M-V with the def2-TZVPD basis set", "homo_lumo_gap_ev": 10.67, "energy_ev": -145880.454, "e_above_lowest_kj_mol": 355.2, "elements": ["C", "H", "H", "O", "C", "H", "H", "H", "O", "H", "H", "O", "C", "C", "O", "C", "H", "C", "H", "C", "H", "H", "C", "O", "O", "H", "O", "C", "O", "H", "O", "H", "H", "C", "H", "H", "H", "C", "H", "C", "O", "O", "H", "H", "H", "H", "C", "C", "H", "O", "H", "H", "C", "C", "O", "H", "H", "H", "C", "O", "O", "H", "C", "H", "H", "H", "H", "C", "H", "O", "O", "H", "C", "C", "H", "C", "C", "H", "H", "C", "H", "C", "C", "H", "H", "H", "H", "C", "O", "O", "H", "H", "O", "H", "H", "C", "H", "H", "C", "C", "H", "O", "H", "C", "H", "C", "H", "H", "O", "O", "O", "H", "H", "O", "C", "O", "O", "H", "O", "C", "H", "H", "H", "H", "H", "O", "H", "C", "H", "H", "H", "O", "H", "C", "H", "C", "H", "O", "H", "C", "C", "H", "H", "H", "H", "C", "H", "C", "H", "C", "C", "H", "O", "H", "H", "H", "C", "C", "H", "C", "H", "H", "H", "H", "H", "O", "H", "H", "H", "H", "H", "H", "H", "H", "C", "C", "O", "H", "H", "H", "H", "C", "H", "O", "O", "H", "O", "H", "O", "O", "C", "H", "C", "C", "H", "H", "O", "C", "H", "H", "H", "C", "O", "H", "H", "C", "C", "H", "H", "O"], "xyz": [[4.06939, 26.04642, 15.70217], [1.70269, 27.87049, 23.66583], [4.76276, 31.16639, 17.73906], [6.69331, 26.60226, 13.27599], [-0.18335, 31.96127, 23.89073], [1.66153, 27.65090, 12.20528], [2.27193, 26.11203, 20.37970], [-2.69994, 23.34367, 17.23135], [4.26242, 28.45282, 23.49368], [5.62491, 26.52935, 20.34152], [1.00561, 35.16760, 25.65679], [-3.84573, 28.41916, 13.90748], [-0.33273, 27.91352, 17.49777], [4.53882, 27.57047, 22.47640], [-3.22709, 26.08055, 18.55608], [-5.92746, 23.13484, 12.55045], [-3.41165, 29.78547, 20.37388], [2.06650, 32.04759, 15.74292], [4.04641, 31.12519, 23.06545], [-7.68972, 21.80136, 11.75505], [-1.29178, 32.73832, 16.86185], [-3.55867, 24.13884, 12.90066], [1.78755, 25.23314, 20.80517], [5.33881, 26.23109, 15.04601], [-5.66769, 23.74262, 11.46995], [1.73518, 33.74348, 23.78926], [-6.88043, 22.17502, 12.74239], [-5.35483, 30.29774, 19.71173], [2.30353, 33.57605, 18.02447], [1.95765, 24.00025, 19.01059], [0.89434, 31.99678, 18.96407], [6.43803, 31.90075, 22.70665], [-5.62695, 26.61676, 19.52537], [1.53729, 33.30242, 24.76620], [2.32927, 28.08743, 21.07608], [1.61542, 23.02801, 14.77781], [3.69252, 26.94359, 24.76853], [-1.84242, 23.56814, 17.86569], [-2.43987, 31.17147, 15.18416], [0.62399, 25.46648, 13.76793], [0.85887, 24.67041, 14.77705], [1.08435, 28.73756, 19.55605], [-1.25569, 24.36567, 17.40986], [-0.84866, 29.94729, 17.91786], [1.76120, 34.19207, 26.78574], [-4.36638, 26.11330, 22.20546], [-6.58093, 31.41983, 16.01833], [-2.41408, 32.25462, 15.06492], [6.30244, 27.99540, 19.75874], [-2.34155, 24.02116, 19.13143], [3.62208, 25.13924, 15.29592], [-4.84239, 27.65423, 17.42998], [3.57943, 28.01985, 24.63829], [1.69747, 28.93503, 20.81057], [4.43429, 26.31464, 12.89526], [4.84564, 26.84455, 17.53195], [-0.64217, 29.65117, 16.23394], [4.18866, 32.80785, 22.91962], [7.85010, 30.74435, 18.21955], [1.03356, 26.77219, 14.09020], [7.95532, 33.52491, 21.52895], [-1.92475, 30.02792, 23.12238], [-0.08597, 33.76334, 20.31775], [0.33450, 22.94164, 13.59635], [2.56923, 28.93148, 14.10700], [-6.57649, 27.65084, 16.95967], [-4.54443, 25.03698, 14.19592], [2.16331, 28.46372, 24.45577], [0.00097, 34.27341, 21.27711], [-5.87517, 30.31723, 18.34138], [-3.53237, 25.15044, 20.60370], [-1.36384, 22.61058, 18.07096], [0.57785, 23.30692, 14.59408], [1.58852, 32.57535, 18.00262], [4.91947, 25.05583, 17.38828], [1.83169, 28.55097, 18.42527], [1.01987, 27.85426, 13.06262], [3.37757, 25.82822, 17.72784], [2.06488, 29.45903, 24.02242], [1.80263, 34.42694, 25.72216], [0.00628, 27.93759, 12.67046], [-1.01818, 26.74606, 23.09786], [-5.58141, 27.27262, 16.72546], [10.41604, 30.56645, 18.51843], [-3.60272, 27.08784, 21.00192], [2.78179, 34.86933, 25.53876], [-5.85151, 29.52661, 20.30060], [-3.97856, 27.56117, 14.93284], [-1.44233, 31.97285, 23.80048], [-5.31324, 23.28465, 13.70912], [3.97339, 28.36447, 25.59439], [-0.02773, 22.84973, 15.37660], [3.05811, 28.66174, 18.40114], [-7.13288, 21.55281, 10.85158], [-1.90440, 28.54936, 11.13641], [-7.24977, 30.37028, 18.15869], [-3.19744, 31.31941, 22.85631], [4.62510, 29.00182, 16.33822], [5.77900, 31.76768, 21.84870], [5.77086, 34.47034, 18.94180], [7.73340, 27.76185, 14.49161], [-5.09495, 33.07897, 12.87949], [-4.17055, 28.89528, 18.97212], [6.96485, 33.51914, 20.82954], [0.94090, 29.04779, 21.58708], [1.19553, 24.42272, 19.66542], [5.95459, 33.59780, 18.31487], [0.55671, 23.61601, 20.02491], [-8.09534, 30.12952, 18.99608], [-3.55040, 32.74714, 14.40592], [-3.07900, 26.83254, 15.34095], [-1.09438, 33.38267, 20.15552], [2.63931, 24.69012, 21.21473], [0.88954, 25.70618, 21.79184], [6.06129, 27.46840, 20.68189], [8.66257, 31.75422, 18.37184], [8.06678, 29.51774, 18.42661], [-1.56424, 32.51510, 14.43405], [0.59796, 31.30750, 23.27725], [-3.95087, 29.85997, 19.42953], [1.50678, 29.92779, 12.97748], [-2.88661, 32.24371, 17.22963], [2.51244, 33.03721, 15.64346], [0.18894, 34.51192, 19.57468], [0.68847, 31.78512, 20.92845], [0.15215, 25.16204, 12.68471], [3.67941, 31.94338, 21.51145], [1.57340, 29.11941, 13.70562], [-6.62800, 33.37215, 11.38090], [1.96481, 32.85112, 20.49102], [5.82746, 35.34887, 18.29909], [0.17701, 32.85423, 24.84232], [-1.74668, 28.07737, 13.56011], [-2.58711, 28.72866, 13.32011], [5.96093, 30.78378, 21.41634], [-2.31854, 32.83053, 16.50781], [-4.93108, 33.45671, 10.91128], [1.33509, 31.83876, 16.95827], [-0.40530, 27.55654, 23.49233], [-2.80713, 28.55463, 11.74728], [-3.95429, 32.39318, 13.18876], [5.42640, 30.32135, 15.53290], [-3.31957, 27.60340, 11.60348], [2.23922, 32.46855, 24.77276], [-8.36789, 22.62107, 11.51784], [-2.13636, 31.07403, 22.90114], [10.06503, 31.49615, 19.95979], [9.97002, 31.49531, 18.87395], [-6.06274, 25.36476, 20.84290], [-8.45129, 20.49679, 12.17999], [-2.99643, 25.17755, 19.32981], [-1.13328, 26.87786, 22.02200], [6.74280, 31.23785, 17.66824], [-1.81810, 31.30543, 21.88464], [8.67352, 26.73464, 13.43789], [10.38480, 32.33553, 18.31709], [5.37386, 26.34025, 13.70457], [5.54569, 30.42567, 17.57638], [-7.80516, 19.63774, 11.99926], [0.93925, 32.58652, 20.23350], [-0.63401, 27.60563, 18.49904], [-2.00064, 26.79631, 23.56727], [-2.29612, 29.73909, 13.60724], [-3.43420, 29.41060, 11.49791], [6.41355, 29.00477, 16.27548], [4.22054, 26.36996, 22.44211], [1.40350, 31.92459, 14.88653], [0.89770, 29.31668, 14.53786], [2.81016, 31.25085, 15.75967], [-5.82402, 31.94162, 16.60393], [1.48293, 28.33012, 25.29680], [7.06677, 27.28998, 21.06306], [-6.15847, 30.70106, 15.31619], [-5.75587, 31.90277, 11.34895], [-5.65586, 26.34107, 20.57953], [0.37637, 24.84136, 22.77297], [-5.24752, 27.72199, 15.46475], [-7.05085, 32.21700, 15.44232], [-2.13594, 29.10736, 17.06125], [-3.50002, 23.82756, 14.61485], [-5.63622, 26.18500, 16.77192], [4.36449, 31.89062, 22.35761], [-3.37318, 30.42673, 18.69936], [-7.59796, 30.84499, 16.87102], [6.75998, 34.53710, 19.95807], [3.35107, 26.86093, 15.60892], [-0.51627, 25.45945, 23.47888], [7.94715, 25.97416, 14.84063], [-3.34286, 31.63646, 12.47900], [5.35709, 28.22769, 21.67822], [-4.17345, 24.09182, 13.79951], [-5.43903, 31.28936, 20.15635], [7.80026, 26.75075, 14.09001], [-4.26834, 26.23372, 21.12658], [-6.19162, 27.10310, 21.14554], [0.55581, 25.07549, 19.07148], [1.07166, 28.15947, 17.37397], [5.52033, 29.62309, 16.36459], [-9.34444, 20.29548, 11.58851], [5.42818, 29.66665, 18.34980], [2.31989, 29.81969, 20.67624], [4.32286, 25.94810, 17.19854], [5.89759, 32.70029, 20.83041], [4.76084, 34.40277, 19.34604], [-0.67419, 27.12914, 16.82232], [-5.63751, 32.96190, 11.57776], [-1.05377, 29.20998, 17.14171], [-8.80420, 20.58043, 13.20789], [-2.71346, 33.84571, 16.54693], [0.60249, 23.67417, 22.80931]], "mulliken_charge": [0.43, -0.71, -0.31, -0.37, 0.52, 0.48, -0.30, 0.47, -0.31, 0.32, 0.33, -0.39, -0.58, 0.79, 0.16, 0.64, 0.19, -0.76, 0.10, -0.25, -0.18, 0.41, 0.08, -0.28, -0.60, 0.13, -0.28, -0.67, -0.66, 0.44, 0.48, 0.40, 0.06, 0.31, -0.75, 0.31, 0.41, -0.67, -0.57, 0.25, 0.14, 0.25, 0.16, -0.32, 0.34, 0.44, -0.54, 0.65, -0.01, -0.41, 0.63, -0.19, -0.65, 0.69, -0.53, -0.16, -0.82, 0.39, 0.77, 0.27, -0.62, 0.25, -1.57, 0.37, 0.00, 0.39, 0.13, 0.44, 0.38, -0.01, -0.36, 0.31, -0.86, -0.06, 0.62, -0.35, -0.25, -0.12, -0.21, -1.44, -0.05, 0.00, -0.40, 0.34, -0.03, 0.38, 0.23, 0.88, -0.44, -0.27, 0.36, 0.15, -0.12, 0.30, 0.34, 0.54, 0.32, -0.19, -0.38, -0.22, 0.17, -0.34, -0.70, 0.58, -0.33, -1.02, -0.03, 0.54, -0.57, -0.35, -0.24, 0.28, 0.37, 0.10, -0.52, -0.32, -0.65, 0.45, 0.14, 1.16, 0.58, -0.22, 0.37, 0.47, -0.18, -0.60, -0.25, -0.15, 0.26, -0.11, 0.34, -0.42, -0.29, 0.74, -0.08, -0.50, 0.29, 0.37, 0.01, -1.45, 0.80, 0.38, 0.44, 0.14, 0.31, -0.30, 0.24, -0.75, 0.40, -1.15, 0.27, -0.08, -0.35, -0.01, 0.29, 0.31, 0.69, 1.25, 0.29, 0.61, -0.16, 0.43, 0.07, 0.27, 0.40, -0.63, 0.17, -0.43, 0.11, 0.24, 0.51, 0.35, 0.21, 0.28, -1.18, 0.45, -0.54, 0.36, 0.10, 0.16, 0.36, -0.16, -0.40, -0.37, -0.43, -0.44, -0.42, 0.27, -0.57, -0.17, -0.44, 0.39, -0.52, 0.13, 0.39, -0.07, 0.70, -0.80, 0.36, -0.41, 0.06, -0.69, 0.18, 0.14, 0.20, -0.67, 1.36, 0.31, 0.54, -0.57]}

=====

# 2
{"formula": "C33H28FeN5O5S", "method": "ωB97M-V with the def2-TZVPD basis set", "spin_multiplicity": 2, "charge": -2, "homo_lumo_gap_ev": [4.05, 4.05], "s_squared": 0.783, "energy_ev": -97576.000, "e_above_lowest_kj_mol": 1210.6, "elements": ["H", "C", "H", "H", "C", "S", "C", "C", "C", "C", "H", "N", "C", "C", "N", "C", "C", "O", "C", "H", "O", "H", "H", "H", "H", "C", "H", "C", "H", "C", "O", "C", "C", "H", "H", "C", "N", "N", "H", "C", "O", "H", "H", "H", "C", "C", "H", "O", "C", "C", "C", "H", "C", "C", "H", "N", "C", "C", "H", "H", "C", "C", "H", "H", "H", "C", "H", "Fe", "C", "C", "H", "H", "C"], "xyz": [[-1.25767, 5.59826, -0.21052], [1.20511, -1.05911, -2.71902], [0.55473, -4.58464, 3.38402], [-1.14474, -6.36408, 2.97776], [1.96773, -2.17008, -0.70216], [-1.20719, -1.84153, -0.19883], [-4.14206, -2.32038, -1.91050], [2.60527, 3.00529, 0.99624], [-4.10411, -3.54813, -2.58422], [-2.31958, 2.38502, -0.80649], [4.53195, 3.86984, 1.31543], [-2.03183, -4.18659, 0.61037], [-2.04672, -5.30753, 1.37333], [-1.34180, 4.61434, -0.66738], [-1.30947, 2.12288, -1.71011], [-3.44037, 1.01686, -0.63280], [-1.14232, -5.47493, 2.36395], [0.25011, -1.92112, -4.74295], [2.84513, 2.06003, 3.58052], [2.77295, 2.75226, -1.12710], [-0.73850, 2.15098, 1.42167], [-4.80244, -2.15508, -1.06787], [0.55890, -2.53756, 1.97054], [2.13756, -3.11719, -0.19259], [0.23828, 5.01859, -2.15062], [1.69231, 0.23032, -0.64616], [-2.80987, -6.03747, 1.14128], [5.10558, 3.11828, 3.88541], [-2.97002, 3.99180, 0.53984], [1.70522, 1.76296, 2.84503], [-4.48308, 1.18784, 0.00444], [-0.17090, -4.44768, 2.59055], [3.73840, 3.27636, 1.76044], [-2.71490, -4.06817, -0.13236], [1.52581, -3.16912, -2.55987], [-0.15986, -3.33103, 1.82590], [-3.18074, -0.05614, -1.78860], [1.00155, 0.00678, -1.96405], [1.61157, 3.98970, -0.64479], [-2.35242, -2.75509, -4.07187], [0.32552, 1.28978, -0.43841], [0.19682, 2.65839, -2.98515], [1.90084, 1.08178, -0.03672], [0.24296, 0.15908, 2.86259], [3.88807, 2.80630, 3.05684], [-2.26910, -1.59292, -3.32877], [-1.65180, -2.94778, -4.86741], [-2.22715, 0.78695, -0.20640], [-3.26836, -3.75616, -3.66080], [0.09129, -1.16487, -3.78045], [-0.43969, 4.29919, -1.70775], [2.40102, -0.97850, 1.04451], [2.57469, 3.54799, -0.40048], [1.56157, 2.23012, 1.53008], [4.86948, 3.85721, 4.65553], [-1.12313, -0.72167, -3.35720], [1.63245, -2.22242, -2.04271], [-1.12696, -3.15134, 0.76923], [5.91154, 3.51738, 3.26676], [-0.20211, 1.58055, 3.81711], [-0.44727, 2.99503, -2.18003], [-2.28551, 3.71924, -0.25406], [1.02884, 0.45208, 4.40725], [5.48098, 2.21647, 4.37443], [2.91677, 1.68718, 4.59914], [0.62933, 0.94411, 3.51516], [3.33411, 4.32590, -0.52234], [-1.25542, 0.18401, -1.62180], [2.06023, -0.98706, 0.01399], [-3.23922, -1.31492, -2.27685], [-4.71702, -4.37607, -2.23074], [-3.22137, -4.71613, -4.16553], [0.25000, 1.88538, 0.79512]], "lowdin_spin": [0.00, 0.00, 0.00, 0.00, 0.00, 0.00, 0.00, 0.00, 0.00, 0.00, 0.00, 0.00, 0.00, 0.00, -0.03, 0.00, 0.00, 0.00, 0.00, 0.00, 0.00, 0.00, 0.00, 0.00, 0.00, 0.01, 0.00, 0.00, 0.00, 0.00, -0.01, 0.00, 0.00, 0.00, 0.00, 0.00, -0.07, 0.02, 0.00, 0.00, 0.01, 0.00, 0.00, 0.00, 0.00, 0.00, 0.00, 0.00, 0.00, 0.00, 0.00, 0.00, 0.00, 0.00, 0.00, 0.00, 0.00, 0.00, 0.00, 0.00, 0.00, 0.00, 0.00, 0.00, 0.00, 0.00, 0.00, 1.06, 0.00, -0.01, 0.00, 0.00, 0.00]}